# 1
Molecular formula: C4H11NO2
Method: DFT, ωB97M-V/def2-TZVPD

For the gap between HOMO and LUMO, the calculation gives 10.012 eV. For the strongest force on any atom, the calculation gives 1.18 eV/Å. The value obtained for the highest occupied orbital energy is -0.346 Ha. As for the calculated total energy: -364.2419 Ha. The LUMO energy comes out at 0.599 eV. The energy above the lowest of the compared OMol25 structures with the same formula, charge and spin is 0.7144 eV.

ORCA input file:
```
! RIJCOSX wB97M-V def2-TZVPD def2/J DEFGRID3
* xyz 0 1
O -3.757 -0.588 -0.979
O -1.839 0.067 -0.011
N 2.362 -0.904 1.008
C -1.723 -0.927 -2.155
C 0.952 1.230 0.994
C 2.183 0.458 1.504
C -2.562 -0.472 -1.007
H 3.042 1.078 1.272
H 2.077 0.440 2.588
H 0.901 2.104 1.650
H -2.054 -0.484 -3.090
H -1.782 -2.009 -2.280
H -0.683 -0.629 -2.042
H 2.654 -0.814 0.035
H 1.461 -1.363 0.901
H -2.340 0.615 0.604
H 1.081 1.534 -0.047
H 0.025 0.665 1.055
*
```



# 2
Molecular formula: C4H11NO2
Method: DFT, ωB97M-V/def2-TZVPD

For the gap between HOMO and LUMO, the calculation gives 10.319 eV. For the strongest force on any atom, the calculation gives 5.27 eV/Å. The value obtained for the highest occupied orbital energy is -0.355 Ha. As for the calculated total energy: -364.1666 Ha. The LUMO energy comes out at 0.667 eV. The energy above the lowest of the compared OMol25 structures with the same formula, charge and spin is 2.7627 eV.

ORCA input file:
```
! RIJCOSX wB97M-V def2-TZVPD def2/J DEFGRID3
* xyz 0 1
O 0.296 -0.900 0.353
O -2.543 -0.559 -0.833
N 2.192 0.222 -0.286
C 2.969 -1.056 -0.073
C 0.871 0.195 -0.060
C -3.432 -0.330 0.261
C 0.120 1.562 -0.056
H 3.510 -1.080 1.013
H 2.232 -1.782 -0.423
H -4.510 -0.507 -0.019
H -0.996 1.462 -0.495
H 3.720 -1.062 -1.045
H 0.956 2.205 -0.492
H -3.284 -1.226 0.988
H -3.194 0.589 0.799
H 0.004 1.925 1.027
H 2.652 1.042 -0.105
H -1.563 -0.700 -0.554
*
```



# 3
Molecular formula: C4H11NO2
Method: DFT, ωB97M-V/def2-TZVPD

For the gap between HOMO and LUMO, the calculation gives 8.527 eV. For the strongest force on any atom, the calculation gives 3.29 eV/Å. The value obtained for the highest occupied orbital energy is -0.294 Ha. As for the calculated total energy: -364.1658 Ha. The LUMO energy comes out at 0.523 eV. The energy above the lowest of the compared OMol25 structures with the same formula, charge and spin is 2.7852 eV.

ORCA input file:
```
! RIJCOSX wB97M-V def2-TZVPD def2/J DEFGRID3
* xyz 0 1
O 3.173 -0.615 -0.445
O 2.372 1.738 2.862
N -0.300 0.222 1.521
C -1.635 -0.407 -0.393
C -0.587 0.210 0.155
C -1.615 -0.553 -1.905
C -2.446 -1.326 -2.613
H 1.708 2.375 2.721
H -3.068 -2.032 -2.098
H 2.267 -0.637 -0.721
H -0.101 0.941 -0.505
H -0.733 -0.281 -2.418
H 3.177 2.216 3.048
H -1.063 0.497 2.136
H -2.411 -1.275 -3.683
H -2.411 -0.914 0.110
H 3.070 -0.596 0.503
H 0.603 0.437 1.725
*
```